Below is a molecular structure, C33H49Cu2N5O, with properties calculated with ωB97M-V with the def2-TZVPD basis set.

## Properties
- energy above the lowest of the compared OMol25 structures with the same formula, charge and spin (kJ/mol) = 330.9
- total charge = +6
- 2S+1 = 1
- Kohn-Sham gap (eV) = 4.3114

Last column: Mulliken charge in e.
CARTESIAN COORDINATES (ANGSTROEM)
C1 -1.492 -6.159 -2.714  -0.773
N1 -1.604 -4.693 -2.843  0.058
C2 -0.711 -3.883 -2.226  -0.537
C3 -0.785 -2.502 -2.295  -0.711
C4 -1.863 -1.904 -2.955  0.533
C5 -2.872 -2.746 -3.450  -0.613
C6 -2.698 -4.115 -3.353  -0.435
C7 -2.069 -0.434 -3.040  0.595
C8 -2.481 0.156 -4.230  -0.720
C9 -2.916 1.469 -4.233  -0.290
N2 -2.801 2.236 -3.133  0.084
C10 -2.334 1.742 -1.975  -1.322
C11 -2.033 0.378 -1.919  -0.214
C12 -3.271 3.645 -3.229  -0.739
H1 -0.446 -6.452 -2.704  0.328
H2 -2.053 -6.643 -3.512  0.325
H3 -1.991 -6.507 -1.808  0.389
H4 0.031 -4.408 -1.640  0.513
H5 -0.011 -1.923 -1.810  0.668
H6 -3.776 -2.357 -3.897  0.591
H7 -3.401 -4.745 -3.887  0.407
H8 -2.500 -0.435 -5.137  0.708
H9 -3.398 1.878 -5.111  0.460
H10 -2.395 2.383 -1.107  0.901
H11 -1.771 -0.060 -0.968  0.682
H12 -3.503 3.843 -4.271  0.273
H13 -2.472 4.265 -2.828  0.365
H14 -4.156 3.833 -2.620  0.379
C13 3.117 -1.662 -6.166  -0.830
N3 3.424 -1.658 -4.703  0.027
C14 4.193 -2.628 -4.179  -0.447
C15 4.473 -2.643 -2.828  -0.738
C16 4.041 -1.601 -1.989  0.690
C17 3.143 -0.670 -2.576  -0.023
C18 2.995 -0.630 -3.953  -0.034
C19 4.355 -1.543 -0.536  1.102
C20 4.526 -2.695 0.237  -0.755
C21 4.643 -2.566 1.630  -0.430
N4 4.722 -1.361 2.202  0.035
C22 4.686 -0.227 1.480  -0.589
C23 4.456 -0.294 0.125  -0.581
C24 4.985 -1.277 3.676  -0.885
H15 4.053 -1.969 -6.626  0.376
H16 2.738 -0.685 -6.447  0.340
H17 2.318 -2.384 -6.333  0.362
H18 4.513 -3.388 -4.881  0.540
H19 5.042 -3.427 -2.346  0.565
H20 2.720 0.224 -2.091  -0.479
H21 2.339 0.066 -4.456  0.318
H22 4.427 -3.662 -0.236  0.442
H23 4.783 -3.451 2.237  0.516
H24 4.812 0.712 2.000  0.567
H25 4.325 0.598 -0.467  0.710
H26 4.483 -2.108 4.162  0.389
H27 4.583 -0.326 4.020  0.335
H28 6.063 -1.264 3.838  0.365
Cu1 1.097 2.452 -2.110  0.527
Cu2 1.543 2.937 0.432  0.531
C25 -3.734 5.538 5.879  -1.428
C26 -2.605 4.530 6.013  -0.378
C27 -2.427 3.799 4.675  -0.607
C28 -1.294 2.740 4.688  -0.784
N5 -1.274 1.755 3.484  0.251
C29 -2.484 0.822 3.602  -0.826
C30 -2.136 -0.407 2.748  -0.579
C31 -0.617 -0.505 2.788  -0.004
C32 -0.098 0.775 3.427  -0.554
C33 -1.413 2.585 2.190  -0.523
H29 -3.568 6.385 5.210  0.367
H30 -3.921 6.054 6.822  0.397
H31 -4.681 5.069 5.607  0.366
H32 -2.827 3.865 6.849  0.377
H33 -1.674 5.041 6.268  0.341
H34 -2.368 4.531 3.867  0.383
H35 -3.371 3.282 4.467  0.301
H36 -1.279 2.119 5.582  0.454
H37 -0.326 3.244 4.622  0.507
H38 -3.429 1.331 3.422  0.554
H39 -2.564 0.563 4.659  0.479
H40 -2.469 -0.270 1.719  0.042
H41 -2.613 -1.285 3.177  0.480
H42 -0.179 -0.554 1.783  -0.238
H43 -0.167 -1.388 3.240  0.506
H44 0.683 1.317 2.893  0.246
H45 0.121 0.621 4.484  0.465
H46 -2.438 2.940 2.191  0.422
H47 -1.115 1.935 1.367  -0.169
H48 -0.630 3.334 2.331  0.352
O1 0.830 0.926 -0.477  0.232
H49 0.244 0.575 0.201  -0.284

Below is a gas-phase ion, C3H8BrN2O (charge +1), with properties calculated with ωB97M-V with the def2-TZVPD basis set.

## Properties
- energy above the lowest of the compared OMol25 structures with the same formula, charge and spin (kJ/mol) = 190.2
- total charge = +1
- 2S+1 = 1
- structure (SMILES) = C[C@H](O)C(=[NH2+])NBr
- Kohn-Sham gap (eV) = 9.3258

Last column: Mulliken charge in e.
CARTESIAN COORDINATES (ANGSTROEM)
C1 1.456 -0.061 -0.723  -1.032
C2 0.728 -0.387 0.600  0.460
O1 0.449 -1.744 0.676  -0.504
C3 -0.549 0.338 0.431  0.334
N1 -0.773 1.576 0.647  -0.260
N2 -1.667 -0.467 -0.504  -0.381
Br1 -3.414 0.089 -0.343  0.042
H1 2.052 0.810 -0.775  0.362
H2 2.012 -0.990 -1.151  0.260
H3 0.598 0.329 -1.448  0.313
H4 1.243 0.121 1.372  0.279
H5 1.233 -2.188 0.246  0.367
H6 -0.221 2.272 1.263  0.326
H7 -1.689 1.818 0.396  0.099
H8 -1.459 -1.517 -0.689  0.334

Below is a single C4H7NO molecule, with properties calculated with ωB97M-V with the def2-TZVPD basis set.

## Properties
- energy above the lowest of the compared OMol25 structures with the same formula, charge and spin (kJ/mol) = 540.7
- total charge = 0
- 2S+1 = 1
- Kohn-Sham gap (eV) = 7.5558

Last column: Mulliken charge in e.
CARTESIAN COORDINATES (ANGSTROEM)
O1 -0.567 -2.458 0.741  -0.311
C1 -0.909 -1.346 0.118  -0.327
C2 0.223 1.122 1.115  -0.508
N1 0.222 0.741 -0.164  0.160
C3 0.394 -0.706 -0.330  -0.515
C4 -0.033 1.455 -1.249  -0.398
H1 -1.387 -2.889 1.029  0.427
H2 0.019 2.155 1.357  0.239
H3 0.575 0.421 1.855  0.227
H4 0.573 -0.935 -1.386  0.269
H5 1.271 -1.019 0.251  0.339
H6 -0.263 2.506 -1.140  0.240
H7 -0.119 0.953 -2.198  0.158

Question: Which value of total charge does entry 2 give?
Answer: +1